Entry 1:
{
  "formula": "C4H12",
  "method": "the ωB97M-V functional and the def2-TZVPD basis",
  "species": ["C", "C", "H", "H", "H", "H", "H", "H", "C", "C", "H", "H", "H", "H", "H", "H"],
  "positions_angstrom": [[-1.58374, 1.75166, -1.51718], [-2.47941, 1.00696, -0.54751], [-1.74017, 1.42313, -2.53583], [-1.73080, 2.82773, -1.42971], [-0.55182, 1.54921, -1.17999], [-2.44889, -0.08169, -0.68551], [-3.54638, 1.25852, -0.64077], [-2.20343, 1.25272, 0.47622], [2.44331, -1.01168, 0.55777], [1.58964, -1.69179, 1.51743], [1.95293, -0.76718, -0.40808], [2.89913, -0.06765, 0.96332], [3.27702, -1.68178, 0.32873], [0.71542, -1.18069, 1.89739], [2.08406, -2.30000, 2.31370], [1.34816, -2.64276, 0.88327]],
  "total_energy_ha": -159.1469,
  "multiplicity": 2,
  "largest_force_ev_per_a": 2.1,
  "charge": 1,
  "homo_lumo_gap_ev": [10.92, 2.72]
}

Entry 2:
{
  "formula": "C4H12",
  "method": "the ωB97M-V functional and the def2-TZVPD basis",
  "species": ["C", "C", "H", "H", "H", "H", "H", "H", "C", "C", "H", "H", "H", "H", "H", "H"],
  "positions_angstrom": [[-0.91329, -0.57024, 1.82521], [0.44189, -0.38394, 2.43769], [-0.88831, -1.31609, 1.02255], [-1.64215, -0.96852, 2.55563], [-1.33906, 0.31665, 1.34939], [0.89719, -1.23190, 2.96175], [1.13424, -0.14246, 1.58893], [0.47862, 0.41616, 3.17302], [0.11252, 0.08416, -1.50402], [0.37807, 0.89446, -2.70621], [1.05247, 0.02995, -0.86934], [-0.65122, 0.44011, -0.81062], [-0.11455, -0.95456, -1.77723], [0.34952, 1.95192, -2.43767], [1.20828, 0.61734, -3.36338], [-0.50421, 0.81694, -3.44570]],
  "total_energy_ha": -159.1506,
  "multiplicity": 2,
  "largest_force_ev_per_a": 1.7,
  "charge": 1,
  "homo_lumo_gap_ev": [13.18, 3.71]
}

Entry 3:
{
  "formula": "C4H12",
  "method": "the ωB97M-V functional and the def2-TZVPD basis",
  "species": ["C", "C", "H", "H", "H", "H", "H", "H", "C", "C", "H", "H", "H", "H", "H", "H"],
  "positions_angstrom": [[-0.98347, 1.49645, 1.35269], [-2.09298, 0.52447, 1.10577], [0.04085, 1.13321, 1.43924], [-0.92533, 2.31998, 0.63340], [-1.13851, 2.09229, 2.27184], [-3.00795, 1.06067, 0.87341], [-2.20055, -0.16778, 1.94093], [-1.93268, -0.14502, 0.23424], [0.85741, -0.77564, -1.34000], [2.17259, -1.33501, -1.06554], [0.35865, -0.40247, -0.44933], [0.82364, 0.05181, -2.11930], [0.34930, -1.49718, -2.02272], [2.44912, -2.01399, -1.86127], [2.25559, -1.79101, -0.05567], [2.97432, -0.55080, -0.93769]],
  "total_energy_ha": -159.1510,
  "multiplicity": 2,
  "largest_force_ev_per_a": 1.7,
  "charge": 1,
  "homo_lumo_gap_ev": [11.88, 3.39]
}

Entry 4:
{
  "formula": "C4H12",
  "method": "the ωB97M-V functional and the def2-TZVPD basis",
  "species": ["C", "C", "H", "H", "H", "H", "H", "H", "C", "C", "H", "H", "H", "H", "H", "H"],
  "positions_angstrom": [[0.69287, -0.41230, -1.52810], [1.90049, -1.33083, -0.96356], [0.36951, 0.31303, -0.75871], [1.07706, 0.05902, -2.30006], [-0.16660, -1.10958, -1.97766], [1.89069, -2.14413, -1.64536], [2.67039, -0.69014, -0.90956], [1.77748, -1.88340, 0.11943], [-1.36729, 1.63733, 1.51604], [-1.28248, 0.25640, 0.84484], [-1.59547, 1.21571, 2.56147], [-0.26493, 1.96980, 1.54397], [-2.08888, 2.35932, 1.16534], [-2.29285, -0.23736, 0.79108], [-0.61939, -0.29870, 1.55014], [-0.70059, 0.29585, -0.00928]],
  "total_energy_ha": -159.1030,
  "multiplicity": 2,
  "largest_force_ev_per_a": 6.9,
  "charge": 1,
  "homo_lumo_gap_ev": [13.90, 5.18]
}